Record 1
Formula: C5H13NO
Source: the OMol25 dataset
Level of theory: ωB97M-V/def2-TZVPD

```
! RIJCOSX wB97M-V def2-TZVPD def2/J DEFGRID3
* xyz 0 1
O -1.1960 1.1135 1.9559
H 1.6330 1.1775 -1.6860
C -0.0941 -0.9567 1.4203
H 1.7696 -0.0444 -2.9251
C 1.0610 0.4363 -2.2494
H 1.8261 0.3466 2.3381
C -0.1846 1.0130 -2.8953
H -0.7781 1.5624 -2.1563
N 1.0203 0.9424 2.3471
H -0.0078 1.7000 -3.7228
H -1.8658 -1.7759 2.3712
H 0.7480 -0.3025 -1.5188
H -0.8582 0.2289 -3.2229
C -0.1817 0.4506 1.9351
H -1.4115 -2.6510 0.9079
H 0.2640 -0.8913 0.3916
C -1.4343 -1.6602 1.3680
H 1.1295 1.9033 2.6228
H 0.6969 -1.5425 1.9085
H -2.1363 -1.0500 0.8104
*
```

HOMO-LUMO gap, eV: 10.72
E_HOMO, eV: -9.87
LUMO, eV: 0.85
Relative energy (zero: lowest compared OMol25 entry of this formula, charge and spin), eV: 0.0811

Record 2
Formula: C30H30BrN3O3PPb
Source: the OMol25 dataset
Level of theory: ωB97M-V/def2-TZVPD

```
! RIJCOSX wB97M-V def2-TZVPD def2/J DEFGRID3
* xyz -1 1
H 4.2985 3.2918 1.6431
H 1.6588 -2.8894 -1.9033
C -0.4948 -3.8692 0.4594
C -1.2481 -3.2324 -3.6200
C 1.7207 0.9372 -2.7085
C -3.3770 0.2937 2.2412
H -5.3110 -0.4881 2.7310
O 2.4538 1.6642 1.6885
N 3.3917 3.6987 1.7934
O 3.2175 -2.6002 1.4068
O 3.9287 -4.7339 1.5079
H 0.7562 3.3809 3.1398
H 2.8758 4.0513 -4.7097
C -4.6497 0.3686 2.7911
H -0.4825 2.1008 4.2030
C -4.2077 2.6135 3.4908
C 2.1734 2.0767 -2.0482
C 2.5809 3.1919 -2.7601
C 2.1216 2.0450 -4.8178
H -1.8143 -5.4606 -0.1097
C -0.1261 1.2878 3.5564
C 0.1983 -6.1222 0.3457
C -2.4903 1.3665 2.3131
C -0.0704 -3.5961 -2.9787
H 2.3020 -6.3646 0.8349
H 2.9220 4.0745 -2.2314
N 0.6930 -3.4458 0.8339
H 0.1714 2.9324 0.1714
C -0.8169 -5.1905 0.2032
H 2.2130 2.0428 -0.9670
H 0.0010 -7.1703 0.1556
C -1.6394 1.3076 -0.2295
H -1.0193 0.1310 -3.2803
H 1.0664 4.6055 1.9144
N 1.6932 -0.3857 -0.6925
H 0.9649 1.2308 3.6614
C 1.3084 -0.2550 -1.8747
H -4.5227 3.5286 3.9792
H 2.1088 2.0240 -5.9009
C 2.3123 2.8675 1.8327
C -2.9292 2.5218 2.9572
H -6.0706 1.5979 3.8371
H -0.9940 3.6306 1.2595
C 2.5557 3.1803 -4.1506
C -0.1373 2.9507 1.2180
H -2.2254 2.2173 -0.4207
C 0.9794 3.5272 2.0815
H -0.8510 1.2312 -0.9869
Pb 1.4470 -0.8043 1.4255
H 1.3611 0.0490 -4.6273
H -1.8998 -3.9924 -4.0340
H -2.3090 0.4526 -0.3596
P -0.7906 1.2410 1.5764
Br -1.8139 -2.5347 0.1961
H 3.2978 4.6924 1.8814
C 1.6772 -4.3449 0.9503
C 0.4214 -1.2748 -2.5415
C -5.0759 1.5337 3.4129
C -1.5882 -1.8905 -3.7256
H 0.2021 -4.6411 -2.8908
C 0.7519 -2.6225 -2.4327
C -0.7497 -0.9159 -3.2025
C 3.0899 -3.8494 1.3261
H -2.2560 3.3652 3.0607
H -0.5427 0.3578 3.9645
H -2.5117 -1.6016 -4.2128
C 1.7014 0.9316 -4.1000
C 1.4621 -5.6962 0.7159
H -3.0639 -0.6216 1.7563
*
```

HOMO-LUMO gap, eV: 5.68
E_HOMO, eV: -3.11
LUMO, eV: 2.56
Relative energy (zero: lowest compared OMol25 entry of this formula, charge and spin), eV: 1.3198

Record 3
Formula: C33H35N4O8Pt
Source: the OMol25 dataset
Level of theory: ωB97M-V/def2-TZVPD

```
! RIJCOSX wB97M-V def2-TZVPD def2/J DEFGRID3
* xyz -1 1
H -4.4530 -5.5707 -1.7540
H 5.8164 -1.0921 -1.3241
C -3.1800 1.7763 1.0677
H 1.2303 1.9831 2.3174
H 5.2022 -1.6574 1.0443
C -1.6616 3.6000 1.3780
O -3.4288 -7.6061 -2.5115
C -1.1006 -5.0967 -1.5861
N 0.6497 3.3074 0.5683
C 0.9705 -2.4051 2.3384
H 1.2601 -2.2559 -3.1212
H 4.7281 0.7194 0.1245
H 1.5980 -0.8941 -4.2029
C 3.7798 -1.1324 -0.5264
O -1.2816 -7.6268 -2.5658
H 4.7969 -2.4157 -1.9308
C 1.0229 -2.3753 3.7218
H -3.1205 0.7860 0.6201
C 0.8072 -0.0015 2.2468
C -0.3555 4.0918 1.1795
H -0.1143 -3.3268 -0.9095
H 0.9229 -1.0898 5.4612
N -2.3441 -7.0797 -2.3353
Pt 0.7103 -1.2330 -0.3644
C 0.9271 -1.1630 4.3814
H 3.4985 -1.7588 1.5305
C 0.8874 -1.2413 1.5710
C -2.2683 -3.1154 -0.8430
H -0.7205 2.4335 5.1524
H 1.0328 -3.3524 1.8187
H -0.3927 2.7039 3.4403
C -1.0808 -3.7978 -1.0979
N 0.8762 1.3029 1.6631
H -3.6082 4.0233 2.1572
C 4.1966 -1.9334 0.7116
C 0.5733 1.8895 0.4595
C -0.5134 1.9385 4.2032
O 0.3584 -0.5425 -2.5787
O 2.5601 -1.5823 -1.0331
C 4.8057 -1.3629 -1.6418
O -1.3345 -0.9966 -0.0377
H -1.4521 4.2419 -3.6418
C 0.8236 -1.3957 -3.6192
C -0.0176 0.7378 -2.8985
H 4.5398 -0.7645 -2.5162
H 1.0578 3.7303 -0.2514
H -1.1493 2.6063 -5.4836
C -1.0263 3.2659 -3.4452
H 4.1834 -2.9997 0.4751
C -1.0223 6.2059 2.1519
C -0.3743 1.0828 -4.1906
C -3.5192 -5.0624 -1.5672
H 1.1173 -3.2957 4.2858
C -2.3743 -1.6806 -0.3072
H -0.1836 -5.6311 -1.7857
H -0.7675 7.2160 2.4441
C 3.7413 0.3588 -0.1832
H -3.0482 6.3209 2.8462
H 3.0391 0.5376 0.6305
C -2.3191 -5.7084 -1.8150
C -0.0797 1.6910 -1.8463
H -1.3606 1.3035 3.9285
H -4.3886 -3.2235 -0.8767
C -2.6114 4.4069 1.9932
O 0.6582 1.1609 4.4047
C -0.8677 2.3534 -4.4696
O -3.5193 -1.2459 -0.1524
C 0.7836 0.0050 3.6515
H -0.0016 -1.7003 -4.2670
C -2.2925 5.7056 2.3749
H -3.9162 2.3890 0.5396
H -0.2989 0.3552 -4.9858
C -0.0608 5.3901 1.5663
C -3.4789 -3.7688 -1.0829
H -3.4653 1.6911 2.1210
H 3.4106 0.9295 -1.0548
N 0.3653 1.2571 -0.6169
C -0.6408 2.9349 -2.1517
H 0.9491 5.7525 1.4148
O -1.8822 2.3456 0.9478
H -0.8035 3.6514 -1.3596
*
```

HOMO-LUMO gap, eV: 5.75
E_HOMO, eV: -3.92
LUMO, eV: 1.83
Relative energy (zero: lowest compared OMol25 entry of this formula, charge and spin), eV: 0.6880

Record 4
Formula: C6H10
Source: the OMol25 dataset
Level of theory: ωB97M-V/def2-TZVPD

```
! RIJCOSX wB97M-V def2-TZVPD def2/J DEFGRID3
* xyz 0 1
H -3.8215 0.8702 0.8816
C 3.0246 -0.7150 -0.2558
H 3.4300 0.1511 0.1940
H -1.4239 1.1222 -1.2599
H 3.2979 -0.7469 -1.3342
C 0.4454 -0.3045 -0.2447
C -0.6838 -0.0309 0.3739
H -2.9167 2.5091 0.8784
C 1.6291 -1.0677 0.1406
H -2.6939 0.0621 -0.0589
C -1.8635 0.7551 -0.2027
H -1.1753 -0.4360 1.2747
C -2.9225 1.3439 0.5881
H 3.7039 -1.5123 0.1558
H 1.4743 -2.1192 0.2057
H 0.4959 0.1188 -1.3365
*
```

HOMO-LUMO gap, eV: 4.30
E_HOMO, eV: -6.20
LUMO, eV: -1.90
Relative energy (zero: lowest compared OMol25 entry of this formula, charge and spin), eV: 8.5847